(1)
The following is a quantum chemistry calculation of C35H37GeN5O2PdS as an isolated structure, from the Open Molecules 2025 dataset.

Calculated values
- Highest occupied orbital energy (alpha / beta): -0.388 / -0.400 hartree
- ⟨S²⟩: 0.758
- Relative energy (zero: lowest compared OMol25 entry of this formula, charge and spin): 59.0 kJ/mol
- Spin multiplicity: 2
- Max |F|: 1.07 eV Å⁻¹
- Net charge: +1
- HOMO-LUMO gap (alpha / beta): 6.9 / 7.4 eV

Last column: Löwdin charge in e.
Positions of all 82 atoms, in Å:
Pd (-0.37, 0.04, -1.61)  0.662
C (2.34, 4.82, 0.09)  -0.061
C (2.88, 4.02, -1.08)  -0.237
N (3.18, 2.63, -0.72)  -0.113
C (4.41, 2.44, 0.06)  -0.192
C (4.16, 2.13, 1.53)  -0.069
C (2.42, 1.59, -1.08)  -0.665
S (1.07, 1.89, -2.13)  0.705
N (2.91, 0.41, -0.64)  0.116
C (2.42, -0.80, -0.64)  -0.428
O (1.24, -1.20, -0.91)  -0.172
C (3.36, -1.88, -0.21)  -0.136
C (4.59, -1.55, 0.36)  -0.016
C (5.45, -2.55, 0.80)  -0.064
C (5.10, -3.88, 0.66)  -0.072
C (3.88, -4.22, 0.08)  -0.072
C (3.02, -3.22, -0.35)  -0.028
H (2.03, 5.81, -0.24)  0.081
H (3.09, 4.95, 0.87)  0.071
H (1.48, 4.32, 0.53)  0.068
H (3.81, 4.46, -1.45)  0.123
H (2.18, 4.03, -1.90)  0.054
H (4.99, 3.36, -0.05)  0.120
H (4.98, 1.64, -0.40)  0.113
H (3.61, 2.93, 2.02)  0.066
H (5.12, 2.00, 2.04)  0.086
H (3.59, 1.21, 1.63)  0.046
H (4.86, -0.51, 0.47)  0.093
H (6.40, -2.28, 1.25)  0.108
H (5.77, -4.66, 1.00)  0.108
H (3.61, -5.26, -0.04)  0.106
H (2.09, -3.49, -0.82)  0.093
C (-3.81, 4.29, -0.21)  -0.065
C (-2.44, 4.24, -0.46)  -0.063
C (-1.74, 3.07, -0.23)  -0.135
C (-2.39, 1.93, 0.24)  -0.310
C (-3.76, 1.99, 0.49)  -0.104
C (-4.47, 3.17, 0.27)  -0.070
Ge (-1.44, 0.28, 0.59)  1.078
C (0.04, 0.41, 1.84)  -0.289
C (0.88, -0.65, 2.16)  -0.129
C (1.83, -0.53, 3.16)  -0.068
C (1.93, 0.66, 3.87)  -0.077
C (1.10, 1.73, 3.57)  -0.076
C (0.17, 1.61, 2.55)  -0.096
C (-2.58, -1.26, 0.88)  -0.295
C (-3.77, -1.45, 0.16)  -0.136
C (-4.60, -2.53, 0.44)  -0.074
C (-4.26, -3.43, 1.44)  -0.067
C (-3.10, -3.24, 2.18)  -0.068
C (-2.27, -2.16, 1.90)  -0.096
H (-4.36, 5.20, -0.39)  0.110
H (-1.92, 5.11, -0.83)  0.110
H (-0.68, 3.04, -0.46)  0.036
H (-4.29, 1.13, 0.89)  0.093
H (-5.53, 3.20, 0.48)  0.108
H (0.81, -1.59, 1.61)  0.097
H (2.48, -1.36, 3.38)  0.113
H (2.66, 0.75, 4.67)  0.113
H (1.18, 2.65, 4.12)  0.111
H (-0.48, 2.45, 2.33)  0.098
H (-4.05, -0.75, -0.61)  0.097
H (-5.52, -2.66, -0.12)  0.109
H (-4.91, -4.26, 1.66)  0.110
H (-2.84, -3.93, 2.97)  0.110
H (-1.38, -2.02, 2.50)  0.091
C (-4.59, -0.78, -4.19)  0.016
N (-3.59, -1.55, -3.45)  -0.033
C (-3.66, -2.91, -3.31)  -0.020
C (-2.75, -3.61, -2.60)  0.019
C (-1.68, -2.87, -2.00)  -0.357
N (-1.61, -1.56, -2.18)  0.057
C (-2.57, -0.86, -2.84)  -0.535
O (-2.48, 0.38, -2.88)  0.011
N (-0.71, -3.43, -1.27)  0.219
H (-5.31, -1.47, -4.63)  0.096
H (-4.11, -0.21, -4.97)  0.106
H (-5.10, -0.10, -3.52)  0.103
H (-4.49, -3.38, -3.81)  0.140
H (-2.82, -4.68, -2.50)  0.120
H (-0.69, -4.42, -1.10)  0.127
H (0.04, -2.84, -0.95)  0.070

---

(2)
The following is a quantum chemistry calculation of one molecule with the formula C4H6S2, from the Open Molecules 2025 dataset.

Calculated values
- Highest occupied orbital energy: -0.312 hartree
- Relative energy (zero: lowest compared OMol25 entry of this formula, charge and spin): 358.4 kJ/mol
- SMILES: C1S[C@@H]2C[C@H]2S1
- Spin multiplicity: 1
- Max |F|: 6.29 eV Å⁻¹
- Net charge: 0
- HOMO-LUMO gap: 9.2 eV

Last column: Löwdin charge in e.
Positions of all 12 atoms, in Å:
C (-1.75, 0.78, 0.06)  -0.603
S (-1.48, -1.19, -0.05)  0.774
C (0.35, -0.77, -0.37)  -0.699
C (1.77, -0.76, -0.10)  -0.005
C (0.71, 0.22, 0.52)  -0.625
S (-0.14, 1.62, -0.17)  0.856
H (-2.39, 1.03, -0.75)  0.014
H (-2.03, 1.12, 0.96)  -0.032
H (0.26, -0.29, -1.35)  0.062
H (2.11, -1.44, 0.69)  0.122
H (2.18, -0.39, -0.93)  0.067
H (0.41, 0.05, 1.48)  0.069

---

(3)
The following is a quantum chemistry calculation of C15H11BaClGeO5S4 as an isolated structure, from the Open Molecules 2025 dataset.

Calculated values
- Highest occupied orbital energy: -0.285 hartree
- Relative energy (zero: lowest compared OMol25 entry of this formula, charge and spin): 0.0 kJ/mol
- Spin multiplicity: 1
- Max |F|: 1.24 eV Å⁻¹
- Net charge: 0
- HOMO-LUMO gap: 6.8 eV

Last column: Löwdin charge in e.
Positions of all 38 atoms, in Å:
Ba (2.47, -0.33, -0.59)  1.718
O (-3.04, -4.78, -3.62)  -0.044
C (-2.20, -4.08, -3.12)  -0.997
S (-1.02, -4.64, -1.91)  0.979
C (-0.20, -3.13, -1.66)  -1.210
C (-0.63, -2.09, -2.42)  -1.158
S (-0.15, -0.45, -2.13)  0.458
S (-1.98, -2.35, -3.50)  0.953
S (0.90, -3.00, -0.34)  0.438
O (6.01, -2.78, 0.16)  -0.266
Cl (5.55, -1.46, -0.09)  0.641
O (6.60, -0.51, -0.11)  -0.293
O (4.53, -1.06, 0.90)  -0.579
O (4.78, -1.38, -1.33)  -0.570
Ge (-1.00, -0.27, 0.03)  0.796
C (-1.86, 1.45, -0.53)  -0.367
C (-1.35, 2.74, -0.50)  -0.135
C (-2.07, 3.82, -1.02)  -0.086
C (-3.33, 3.62, -1.56)  -0.082
C (-3.86, 2.34, -1.60)  -0.076
C (-3.13, 1.27, -1.10)  -0.138
C (0.16, 0.00, 1.60)  -0.425
C (0.18, 1.29, 2.14)  -0.121
C (0.94, 1.58, 3.27)  -0.066
C (1.69, 0.59, 3.87)  -0.060
C (1.66, -0.71, 3.36)  -0.060
C (0.90, -0.99, 2.24)  -0.208
H (-2.13, -1.31, -0.06)  0.028
H (-0.36, 2.95, -0.12)  0.088
H (-1.64, 4.81, -1.00)  0.104
H (-3.89, 4.46, -1.95)  0.104
H (-4.84, 2.16, -2.03)  0.107
H (-3.56, 0.28, -1.16)  0.089
H (-0.44, 2.07, 1.72)  0.076
H (0.94, 2.58, 3.67)  0.111
H (2.29, 0.81, 4.75)  0.113
H (2.22, -1.50, 3.84)  0.119
H (0.87, -2.01, 1.87)  0.018

---

(4)
The following is a quantum chemistry calculation of one molecule with the formula C3H4Cl2S, from the Open Molecules 2025 dataset.

Calculated values
- Highest occupied orbital energy: -0.308 hartree
- Relative energy (zero: lowest compared OMol25 entry of this formula, charge and spin): 228.0 kJ/mol
- SMILES: CSC=C(Cl)Cl
- Spin multiplicity: 1
- Max |F|: 7.93 eV Å⁻¹
- Net charge: 0
- HOMO-LUMO gap: 9.1 eV

Last column: Löwdin charge in e.
Positions of all 10 atoms, in Å:
C (-0.20, 0.90, -1.57)  -0.652
S (-1.09, 0.62, -0.19)  0.761
C (0.17, -0.50, 0.66)  -0.493
C (0.05, -0.90, 1.88)  -1.430
Cl (-1.24, -0.57, 2.78)  0.742
Cl (1.10, -2.11, 2.39)  0.672
H (-0.93, 1.34, -2.44)  0.068
H (0.47, 1.95, -1.32)  0.090
H (0.51, 0.02, -2.25)  0.135
H (1.15, -0.74, 0.07)  0.107

---

(5)
The following is a quantum chemistry calculation of C19H11N5O4SeTl as an isolated structure, from the Open Molecules 2025 dataset.

Calculated values
- Highest occupied orbital energy: -0.434 hartree
- Spin multiplicity: 1
- Max |F|: 6.02 eV Å⁻¹
- Net charge: +1
- HOMO-LUMO gap: 6.7 eV

Last column: Löwdin charge in e.
Positions of all 41 atoms, in Å:
Tl (0.15, -0.34, 2.48)  1.132
Se (-3.13, -3.47, -3.63)  1.219
N (-3.49, -3.38, -1.87)  -0.226
C (-2.55, -2.68, -1.21)  -0.334
C (-2.57, -2.44, 0.17)  -0.062
C (-3.61, -2.94, 0.98)  0.068
C (-3.60, -2.69, 2.35)  0.006
C (-2.56, -1.94, 2.91)  -0.055
N (-1.57, -1.47, 2.12)  -0.063
C (-1.52, -1.68, 0.77)  -0.118
C (-0.46, -1.18, -0.06)  -0.118
N (0.58, -0.44, 0.44)  -0.043
C (1.58, 0.05, -0.34)  -0.119
C (1.58, -0.20, -1.71)  0.024
C (0.55, -0.94, -2.27)  0.075
C (-0.49, -1.44, -1.46)  -0.086
C (-1.54, -2.19, -2.00)  -0.330
N (-1.66, -2.50, -3.31)  -0.223
H (-4.42, -3.52, 0.56)  0.133
H (-4.40, -3.07, 2.98)  0.126
H (-2.55, -1.74, 3.97)  0.122
H (2.38, 0.62, 0.11)  0.138
H (2.38, 0.18, -2.33)  0.145
H (0.56, -1.13, -3.34)  0.140
O (3.67, 2.07, 3.07)  0.059
C (2.66, 1.66, 2.42)  -0.534
O (1.83, 0.77, 2.80)  -0.182
C (2.41, 2.28, 1.06)  -0.105
C (3.28, 3.27, 0.56)  0.045
C (3.06, 3.86, -0.69)  -0.016
C (1.97, 3.46, -1.46)  0.037
C (1.10, 2.47, -0.98)  -0.119
C (1.32, 1.88, 0.28)  -0.080
N (-0.04, 2.05, -1.80)  -0.286
O (-0.19, 2.61, -2.90)  0.108
O (-0.80, 1.18, -1.36)  0.061
H (4.13, 3.58, 1.17)  0.136
H (3.74, 4.62, -1.05)  0.122
H (1.82, 3.92, -2.43)  0.129
H (0.65, 1.11, 0.66)  0.059
H (-0.25, -0.26, 4.30)  0.016

---

(6)
The following is a quantum chemistry calculation of a 2-piece molecular cluster, C5H9N5 overall, from the Open Molecules 2025 dataset.

Calculated values
- Highest occupied orbital energy: -0.639 hartree
- Relative energy (zero: lowest compared OMol25 entry of this formula, charge and spin): 314.0 kJ/mol
- Spin multiplicity: 1
- Max |F|: 3.62 eV Å⁻¹
- Net charge: +2
- HOMO-LUMO gap: 7.3 eV

Last column: Löwdin charge in e.
Positions of all 19 atoms, in Å:
C (2.22, -1.65, 0.08)  0.047
C (2.53, -0.28, 0.07)  0.090
C (0.85, -1.86, 0.03)  0.013
C (-0.03, -0.83, 0.20)  -0.157
C (1.50, 0.70, 0.05)  -0.300
N (1.92, 2.02, -0.07)  0.155
N (0.23, 0.44, 0.27)  0.137
N (-4.04, -0.64, 0.14)  0.231
N (1.26, 3.02, -0.41)  0.249
N (-2.99, -0.07, -0.21)  0.248
H (2.91, -2.40, 0.15)  0.112
H (3.60, -0.03, -0.12)  0.153
H (0.34, -2.76, -0.11)  0.115
H (-1.06, -1.15, 0.04)  0.090
H (-4.51, -0.71, 1.06)  0.210
H (-4.57, -1.00, -0.60)  0.149
H (1.87, 3.86, -0.32)  0.198
H (0.33, 2.95, -0.73)  0.140
H (-2.36, 0.38, 0.47)  0.120

---

- Which formula does entry 6 have?
  C5H9N5

---

What did the sixth record say?
The following is a quantum chemistry calculation of a 2-piece molecular cluster, C5H9N5 overall, from the Open Molecules 2025 dataset.

Calculated values
- Highest occupied orbital energy: -0.639 hartree
- Relative energy (zero: lowest compared OMol25 entry of this formula, charge and spin): 314.0 kJ/mol
- Spin multiplicity: 1
- Max |F|: 3.62 eV Å⁻¹
- Net charge: +2
- HOMO-LUMO gap: 7.3 eV

Last column: Löwdin charge in e.
Positions of all 19 atoms, in Å:
C (2.22, -1.65, 0.08)  0.047
C (2.53, -0.28, 0.07)  0.090
C (0.85, -1.86, 0.03)  0.013
C (-0.03, -0.83, 0.20)  -0.157
C (1.50, 0.70, 0.05)  -0.300
N (1.92, 2.02, -0.07)  0.155
N (0.23, 0.44, 0.27)  0.137
N (-4.04, -0.64, 0.14)  0.231
N (1.26, 3.02, -0.41)  0.249
N (-2.99, -0.07, -0.21)  0.248
H (2.91, -2.40, 0.15)  0.112
H (3.60, -0.03, -0.12)  0.153
H (0.34, -2.76, -0.11)  0.115
H (-1.06, -1.15, 0.04)  0.090
H (-4.51, -0.71, 1.06)  0.210
H (-4.57, -1.00, -0.60)  0.149
H (1.87, 3.86, -0.32)  0.198
H (0.33, 2.95, -0.73)  0.140
H (-2.36, 0.38, 0.47)  0.120

---

- What is the max |F| in the second record?
  6.29 eV Å⁻¹